Record 1
{"formula": "C26H60O16S7", "method": "ωB97M-V/def2-TZVPD", "elements": ["C", "C", "C", "O", "C", "O", "O", "H", "H", "H", "H", "H", "H", "C", "C", "C", "O", "C", "O", "O", "H", "H", "H", "H", "H", "H", "C", "C", "C", "O", "C", "O", "O", "H", "H", "H", "H", "H", "H", "C", "S", "O", "C", "H", "H", "H", "H", "H", "H", "C", "S", "O", "C", "H", "H", "H", "H", "H", "H", "C", "S", "O", "C", "H", "H", "H", "H", "H", "H", "C", "S", "O", "C", "H", "H", "H", "H", "H", "H", "C", "S", "O", "C", "H", "H", "H", "H", "H", "H", "C", "S", "O", "C", "H", "H", "H", "H", "H", "H", "C", "S", "O", "C", "H", "H", "H", "H", "H", "H"], "positions_angstrom": [[-1.7665, -2.9594, 3.6654], [-0.8370, -3.4678, 4.6812], [0.6034, -2.8665, 4.6054], [0.8098, -2.2695, 5.8807], [-0.3277, -2.3751, 6.6602], [-0.4251, -1.9836, 7.6982], [-1.3283, -2.9754, 6.0068], [-1.7236, -3.4928, 2.7124], [-1.7465, -1.8878, 3.4976], [-2.7763, -3.2467, 4.0141], [-0.8527, -4.5555, 4.7106], [0.6639, -2.0925, 3.8555], [1.3466, -3.6317, 4.3877], [5.3887, 2.4657, -0.3417], [4.7517, 2.0112, 0.9495], [5.3345, 0.7433, 1.5576], [6.2025, 1.2128, 2.6488], [5.7518, 2.4777, 3.0384], [5.9989, 3.0151, 4.0630], [4.9759, 3.0238, 2.0020], [6.3943, 2.8577, -0.1834], [4.7981, 3.2501, -0.8095], [5.4350, 1.6210, -1.0459], [3.6836, 1.9283, 0.7333], [5.9602, 0.1949, 0.8695], [4.5510, 0.1242, 1.9816], [1.9021, 3.5890, -1.5565], [0.7373, 4.4518, -1.9538], [-0.6468, 4.2750, -1.3243], [-1.2005, 5.6149, -1.3872], [-0.1892, 6.4953, -1.5141], [-0.3113, 7.5910, -1.5068], [0.9989, 5.8474, -1.6332], [2.0489, 3.5214, -0.4687], [2.8409, 4.0832, -1.8504], [1.8832, 2.6122, -2.0270], [0.6562, 4.4384, -3.0516], [-0.6153, 4.0203, -0.2612], [-1.2495, 3.5729, -1.8807], [-1.2249, 0.9116, 5.7820], [-2.7498, 0.9126, 4.9138], [-2.4375, 0.3710, 3.5946], [-3.4845, -0.4492, 5.7935], [-1.3229, 1.1895, 6.8232], [-0.5616, 1.6141, 5.2671], [-0.7862, -0.0777, 5.6465], [-4.5218, -0.2006, 6.0168], [-3.0022, -0.5786, 6.7707], [-3.3549, -1.3474, 5.2121], [5.2400, -2.8036, -0.5925], [5.7500, -3.0611, -2.2929], [4.9496, -4.1794, -2.8563], [4.9911, -1.5733, -2.9882], [5.6848, -3.5673, 0.0278], [4.1611, -2.7264, -0.5270], [5.6670, -1.8357, -0.3135], [4.0291, -1.9119, -3.3695], [5.6110, -1.2503, -3.8193], [4.8760, -0.7612, -2.2746], [-2.0970, -0.2671, -4.3149], [-3.2315, -0.6253, -5.5835], [-3.9531, 0.5979, -5.8286], [-2.0134, -0.8151, -6.8151], [-1.3910, 0.4912, -4.6795], [-1.5655, -1.1539, -3.9769], [-2.6038, 0.1842, -3.4547], [-1.3477, -1.6219, -6.4897], [-1.4464, 0.1004, -6.9526], [-2.5396, -1.1358, -7.7028], [0.6316, 0.5057, 0.0490], [2.0718, -0.0458, -0.7523], [2.8967, -0.7403, 0.2487], [1.3271, -1.3754, -1.6891], [0.0119, 1.1063, -0.6264], [0.9549, 1.0941, 0.9125], [0.0349, -0.3259, 0.4399], [0.9965, -1.0301, -2.6609], [0.4928, -1.7408, -1.0909], [2.0576, -2.1722, -1.7787], [-5.8003, 0.3858, 2.4895], [-5.6869, 1.4799, 1.1088], [-6.5974, 2.5764, 1.4776], [-4.0988, 2.2006, 1.4159], [-4.9024, -0.2580, 2.5970], [-6.6594, -0.2482, 2.3793], [-5.7378, 1.0063, 3.3877], [-4.0667, 3.0093, 0.6910], [-3.2439, 1.5532, 1.2990], [-4.1230, 2.6079, 2.4257], [0.2145, -6.6645, -2.5278], [0.2016, -4.9954, -2.0167], [-0.8299, -4.8361, -1.0005], [1.7504, -5.0862, -1.0912], [0.3748, -7.2991, -1.6485], [1.0683, -6.8111, -3.1920], [-0.7389, -6.8851, -2.9802], [2.5934, -4.8623, -1.7651], [1.8493, -6.0590, -0.6327], [1.7001, -4.2895, -0.3661], [-5.3471, 2.1041, -2.9092], [-3.9035, 3.0556, -2.5130], [-2.9668, 2.0792, -1.8800], [-3.3006, 3.3629, -4.1202], [-6.0576, 2.7155, -3.4395], [-5.7200, 1.8300, -1.9192], [-5.0217, 1.1833, -3.3820], [-3.9091, 4.0746, -4.6727], [-3.2892, 2.4152, -4.6806], [-2.2727, 3.7154, -4.0254]], "atomic_forces_ev_per_a": [[-1.9, -0.6, -0.8], [0.7, 0.7, 1.2], [-0.9, -0.5, 0.3], [-0.3, -0.3, 0.2], [1.1, -2.6, -7.3], [-0.3, 3.2, 8.1], [0.6, -1.0, -1.9], [0.5, 0.1, 0.0], [0.1, 0.2, 0.1], [0.2, 0.4, -0.1], [0.1, 0.0, 0.2], [0.0, 0.2, -0.3], [0.1, 0.1, 0.3], [0.3, -0.1, -0.3], [0.4, 0.9, 0.3], [0.4, 0.6, 1.0], [-1.3, 1.1, -0.2], [-0.3, -0.8, -1.7], [0.0, -0.1, -0.5], [0.3, -1.3, 0.6], [0.0, -0.1, 0.0], [0.0, 0.1, 0.0], [0.0, 0.2, 0.2], [0.0, -0.1, 0.6], [0.1, -0.2, -0.1], [0.1, -0.2, 0.0], [0.8, 0.6, 0.7], [-0.2, 1.0, -0.3], [0.4, 0.5, 0.2], [-0.2, -1.5, -0.3], [1.2, -8.8, 0.1], [-1.1, 10.2, 0.1], [0.4, -0.9, -0.1], [-0.5, -0.3, -0.1], [-0.4, -0.1, -0.4], [-0.1, -0.1, 0.1], [-0.2, -0.2, 0.1], [0.1, -0.3, -0.1], [-0.3, -0.1, 0.1], [1.2, 0.1, -0.3], [-0.8, 0.7, 1.2], [0.5, -0.5, -2.1], [-0.4, 0.2, 1.5], [-0.1, 0.0, 0.2], [-0.2, 0.1, 0.1], [0.0, 0.0, 0.2], [-0.1, -0.3, -0.4], [0.0, -0.1, -0.2], [-0.1, -0.2, -0.2], [0.3, 0.7, -0.3], [0.2, 0.1, 0.1], [-0.2, -0.3, 0.0], [0.0, 0.0, -0.1], [-0.1, -0.3, 0.1], [-0.1, -0.2, 0.1], [0.0, -0.1, 0.1], [-0.1, 0.1, 0.0], [0.0, 0.1, -0.1], [0.0, 0.0, 0.1], [1.0, 0.8, 1.3], [0.0, -2.5, 0.8], [-1.5, 2.5, -0.7], [0.6, -0.7, -0.5], [0.0, -0.2, 0.1], [0.0, -0.1, -0.1], [-0.1, -0.2, -0.1], [-0.1, 0.1, -0.1], [-0.1, 0.2, -0.1], [0.1, 0.1, -0.4], [-1.2, 0.4, 0.8], [0.4, 0.0, -1.4], [0.8, -0.4, 1.1], [-0.5, -0.1, 0.2], [0.1, 0.0, 0.1], [0.0, 0.2, -0.2], [0.2, 0.0, -0.1], [-0.1, 0.0, -0.2], [-0.1, -0.2, -0.2], [0.2, 0.1, -0.2], [1.9, -0.7, 0.8], [0.3, -0.4, -0.3], [-1.0, 0.8, -0.2], [0.3, 0.3, 0.2], [-0.3, 0.2, -0.5], [-0.6, 0.0, 0.2], [-0.7, 0.0, -0.1], [0.2, 0.1, 0.0], [0.1, -0.4, -0.1], [0.0, 0.1, 0.0], [0.5, -1.0, 0.3], [1.5, 0.9, -0.5], [-1.5, 0.2, 1.1], [0.4, 0.4, -1.0], [-0.2, 0.1, -0.1], [-0.2, 0.0, -0.2], [-0.2, -0.1, -0.3], [-0.1, -0.3, 0.2], [0.1, -0.1, 0.3], [-0.1, 0.2, 0.4], [0.3, -0.3, 0.9], [-0.6, 0.6, 1.0], [0.5, -0.4, 0.0], [0.6, -0.7, -1.3], [-0.3, 0.0, -0.4], [-0.3, 0.1, -0.1], [-0.1, 0.1, -0.5], [-0.1, 0.2, 0.2], [0.0, 0.3, 0.1], [-0.1, 0.2, 0.0]], "lowdin_charge": [-0.048, -0.259, -0.082, 0.047, -0.668, 0.238, 0.067, 0.097, 0.061, 0.099, 0.150, 0.121, 0.129, -0.018, -0.306, -0.083, 0.035, -0.495, 0.174, 0.050, 0.099, 0.065, 0.083, 0.113, 0.114, 0.117, -0.037, -0.300, -0.079, 0.064, -0.664, 0.265, 0.076, 0.089, 0.087, 0.059, 0.157, 0.143, 0.074, -0.256, 0.803, -0.555, -0.236, 0.070, 0.064, 0.042, 0.051, 0.060, 0.032, -0.259, 0.827, -0.564, -0.245, 0.053, 0.025, 0.036, 0.047, 0.045, 0.030, -0.292, 0.785, -0.524, -0.282, 0.066, 0.055, 0.036, 0.064, 0.064, 0.050, -0.266, 0.776, -0.530, -0.233, 0.062, 0.066, 0.068, 0.053, 0.053, 0.029, -0.274, 0.779, -0.539, -0.269, 0.053, 0.043, 0.057, 0.037, 0.043, 0.054, -0.288, 0.759, -0.543, -0.249, 0.061, 0.067, 0.051, 0.042, 0.051, 0.037, -0.232, 0.802, -0.565, -0.264, 0.064, 0.028, 0.046, 0.070, 0.026, 0.049], "e_homo_ev": -8.738, "relative_energy_ev": 1.223}

---

Record 2
{"formula": "C10H12GdO3", "method": "ωB97M-V/def2-TZVPD", "elements": ["O", "C", "C", "C", "C", "O", "C", "C", "C", "C", "C", "O", "C", "H", "H", "H", "H", "H", "H", "H", "H", "H", "H", "H", "H", "Gd"], "positions_angstrom": [[-2.9294, -0.6040, -3.7966], [-2.2713, -0.9047, -2.8057], [-1.6986, -2.2536, -2.7624], [-0.9087, -2.5357, -1.7314], [-0.5892, -1.5159, -0.6920], [0.3108, -1.7377, 0.1082], [-1.3356, -0.2223, -0.6823], [-1.2804, 0.7164, 0.4786], [0.0880, 1.3503, 0.8641], [0.7635, 0.5753, 2.0019], [2.2760, 0.7105, 2.2548], [3.0662, 1.5702, 1.2998], [-2.1201, 0.0687, -1.7309], [-1.9271, -2.9570, -3.5416], [-0.4410, -3.4949, -1.6136], [-1.9283, 1.5367, 0.2050], [-1.7286, 0.2548, 1.3514], [0.6895, 1.4701, -0.0313], [-0.1666, 2.3315, 1.2369], [0.3214, 0.9428, 2.9169], [0.5343, -0.4769, 1.9557], [2.7598, -0.2529, 2.2717], [2.4421, 1.1784, 3.2128], [3.6520, 0.9970, 0.7889], [-2.6813, 0.9812, -1.7964], [5.1025, 2.2717, 0.2374]], "atomic_forces_ev_per_a": [[0.7, -0.1, 1.1], [-1.9, 0.5, -3.0], [0.4, 0.7, 1.3], [0.5, -0.7, 0.3], [-0.6, 0.0, -1.0], [-0.3, 0.0, -0.1], [-0.2, 0.7, 0.4], [0.8, 0.4, 0.4], [-0.5, -0.6, 0.0], [0.5, 0.6, -0.1], [-0.5, -0.1, 0.4], [1.3, 0.6, -0.9], [0.9, -1.3, 0.5], [-0.1, -0.2, -0.3], [0.3, -0.2, 0.2], [-0.3, 0.1, 0.0], [-0.1, -0.2, 0.3], [0.2, 0.0, -0.1], [0.2, 0.4, -0.1], [-0.3, -0.1, 0.3], [0.0, -0.4, -0.1], [0.2, -0.3, -0.1], [0.2, 0.2, 0.1], [-1.9, -2.1, 0.5], [-0.2, 0.3, -0.1], [0.7, 1.6, 0.1]], "lowdin_charge": [0.221, -0.316, 0.117, 0.079, -0.156, 0.338, -0.099, -0.109, -0.149, -0.146, -0.086, -0.276, 0.142, 0.165, 0.144, 0.130, 0.148, 0.110, 0.124, 0.134, 0.098, 0.133, 0.135, -0.101, 0.163, 2.058], "s2": 15.7812, "e_homo_ev": [-19.027, -19.040], "spin_multiplicity": 8, "total_charge": 3}

---

Asked for max |F| across the records above, the calculation gives 10.2 3.6 eV/A in order.